No. 1
A molecular structure, C8H11ClN2O2. Source: OMol25; level of theory: the ωB97M-V functional and the def2-TZVPD basis.

Cartesian coordinates (Å):
C -0.03113 -1.47457 1.11692
C -1.38698 -1.04708 1.04476
C 1.03711 -0.79413 0.67790
C 0.54769 0.90697 -0.21981
C 3.41841 0.01626 0.04917
C -0.83823 0.65075 -0.77799
C -1.85554 -0.00385 0.25438
C 2.49893 -0.97692 0.81095
N -3.19561 0.44149 0.26544
N 1.64911 1.10392 -1.13334
O 3.96970 -0.25800 -0.96652
O 3.67387 1.11977 0.71589
Cl 0.42180 1.94912 1.13600
H -0.01355 -2.40798 1.70989
H -2.22995 -1.64708 1.57920
H -1.36278 1.58539 -1.28377
H -0.57055 -0.14598 -1.52514
H 2.53861 -0.95381 1.95420
H 2.93775 -1.86913 0.51246
H -3.81354 0.28933 1.12700
H -3.09915 1.44845 -0.07915
H 1.66111 0.49324 -1.89686
H 1.77599 2.03315 -1.55488
H 3.06343 1.18168 1.52058

No. 2
A gas-phase ion, C6H11N4 (charge +1). Source: OMol25; level of theory: the ωB97M-V functional and the def2-TZVPD basis.

* SMILES: C[C@@H]1CCn2nn[n+](C)c21
* charge: +1

Cartesian coordinates (Å):
C 1.28700 0.99565 -0.20494
C -0.10588 0.57077 -0.29484
C -1.03329 1.32592 0.68955
C -2.15620 0.47419 1.21125
N -1.71349 -0.85328 0.95270
N -1.92559 -2.13164 1.18671
N -1.05647 -2.84462 0.64845
N -0.14758 -2.06507 0.02767
C 1.07959 -2.58049 -0.72337
C -0.40905 -0.79975 0.06360
H 2.06687 0.36692 -0.79848
H 1.73092 0.81269 0.83344
H 1.43385 2.07981 -0.44664
H -0.40357 0.76371 -1.42612
H -1.46004 2.28882 0.36186
H -0.27802 1.55628 1.57395
H -2.40894 0.49702 2.27591
H -3.24509 0.55903 0.87351
H 1.93244 -1.89146 -0.39806
H 1.14845 -3.62269 -0.52739
H 1.10341 -2.34503 -1.72932

Number 1: Kohn-Sham gap 8.150 eV. Number 2: Kohn-Sham gap 10.792 eV.